Record 1
71
Properties=species:S:1:pos:R:3 method="wB97M-V/def2-TZVPD" total_charge=0 gap_ha=0.3767 homo_ev=-10.73 smiles="O=NOC[SiH2]CC(=O)Br.CCOC(=O)C(F)(F)F.CCOC(=O)C(F)(F)F.CCOC(=O)C(F)(F)F.CCOC(=O)C(F)(F)F"
O -2.694 -4.973 -2.194
N -2.801 -4.413 -3.221
O -2.169 -3.182 -3.142
C -2.992 -2.175 -3.813
Si -4.325 -1.636 -2.538
C -5.769 -2.865 -2.373
C -6.624 -3.074 -3.639
O -7.559 -3.733 -3.567
Br -6.215 -2.249 -5.367
H -3.417 -2.614 -4.729
H -2.346 -1.321 -4.064
H -3.622 -1.614 -1.234
H -4.841 -0.280 -2.772
H -6.473 -2.501 -1.603
H -5.392 -3.839 -2.023
C 0.074 -2.473 -0.432
C 0.133 -3.975 -0.237
O 1.300 -4.344 0.522
C 1.199 -4.226 1.841
O 0.232 -3.842 2.431
C 2.494 -4.699 2.510
F 3.583 -4.218 1.893
F 2.584 -6.039 2.492
F 2.560 -4.313 3.788
H 1.000 -2.113 -0.885
H -0.762 -2.204 -1.076
H -0.040 -1.950 0.518
H 0.225 -4.466 -1.204
H -0.771 -4.360 0.235
C -4.719 4.357 -6.091
C -4.632 2.869 -5.824
O -3.477 2.557 -5.023
C -3.611 2.737 -3.711
O -4.596 3.132 -3.163
C -2.325 2.316 -2.993
F -1.226 2.780 -3.604
F -2.215 0.972 -2.949
F -2.285 2.755 -1.735
H -3.794 4.719 -6.542
H -5.549 4.577 -6.764
H -4.867 4.915 -5.166
H -4.507 2.331 -6.762
H -5.539 2.491 -5.352
C 0.591 -1.270 4.783
C -0.210 -0.282 3.964
O 0.080 1.072 4.357
C 1.180 1.607 3.835
O 1.929 1.056 3.083
C 1.330 3.058 4.302
F 1.100 3.193 5.618
F 0.463 3.866 3.670
F 2.556 3.530 4.066
H 0.426 -1.106 5.850
H 0.307 -2.292 4.534
H 1.661 -1.155 4.604
H -1.274 -0.431 4.142
H -0.040 -0.415 2.895
C 5.360 1.858 3.843
C 6.572 2.684 4.218
O 7.542 2.686 3.155
C 7.322 3.547 2.164
O 6.397 4.299 2.093
C 8.460 3.467 1.141
F 8.783 2.198 0.846
F 9.571 4.063 1.607
F 8.138 4.070 -0.006
H 5.659 0.848 3.554
H 4.666 1.794 4.680
H 4.835 2.291 2.992
H 7.067 2.244 5.083
H 6.296 3.704 4.487

---

Record 2
55
Properties=species:S:1:pos:R:3 method="wB97M-V/def2-TZVPD" multiplicity=3 total_charge=-2 gap_ha="0.1638 / 0.2288" homo_ev="0.31 / -1.49"
Ti -0.207 -1.141 1.229
N -0.966 -0.421 3.335
C -2.421 -0.640 3.446
C -2.895 -1.775 2.552
O -4.031 -2.244 2.730
N -2.004 -2.097 1.624
C -2.379 -3.080 0.620
C -1.272 -3.197 -0.421
O -1.370 -3.970 -1.357
O -0.261 -2.392 -0.211
H -0.449 -1.144 3.832
H -0.706 0.480 3.711
H -2.937 0.259 3.103
H -2.752 -0.844 4.463
H -3.297 -2.790 0.104
H -2.563 -4.066 1.047
C -3.160 0.821 -0.212
Si -1.288 0.932 0.186
C -1.221 2.492 1.290
C -0.614 1.635 -1.482
C -1.377 2.640 -2.100
C -1.130 3.093 -3.385
C -0.101 2.518 -4.112
C 0.690 1.545 -3.513
C 0.488 1.107 -2.190
Si 1.786 -0.200 -1.635
C 1.382 -1.755 -2.571
C 3.413 0.356 -2.461
H -3.643 1.804 -0.306
H -3.684 0.255 0.568
H -3.305 0.280 -1.156
H -1.692 3.354 0.796
H -0.178 2.751 1.514
H -1.740 2.330 2.245
H -2.221 3.060 -1.558
H -1.752 3.866 -3.826
H 0.091 2.820 -5.136
H 1.481 1.108 -4.109
H 1.463 -1.526 -3.642
H 0.381 -2.133 -2.354
H 2.092 -2.553 -2.328
H 3.275 0.706 -3.487
H 4.114 -0.487 -2.502
H 3.888 1.160 -1.887
Br 1.080 -2.912 2.836
C 2.294 -0.348 0.177
C 3.658 -0.520 0.414
C 4.247 -0.217 1.626
C 3.414 0.374 2.632
C 2.080 0.428 2.421
N 1.459 -0.034 1.289
H 4.289 -0.860 -0.401
H 5.307 -0.371 1.787
H 3.820 0.737 3.569
H 1.425 0.803 3.195

---

Record 3
71
Properties=species:S:1:pos:R:3 method="wB97M-V/def2-TZVPD" total_charge=-1 gap_ha=0.2167 homo_ev=-4.84
N -1.529 -5.724 2.233
P -2.023 -4.298 2.801
C -2.257 -2.996 1.419
C -3.629 -3.096 0.656
C -4.711 -4.230 1.041
O -4.588 -5.429 0.638
O -5.824 -3.930 1.839
C -3.979 -2.089 -0.515
C -5.361 -2.204 -1.340
C -5.031 -3.157 -2.611
O -5.080 -4.397 -2.431
Br -4.525 -2.490 -4.408
C -2.915 -1.005 -0.801
C -1.531 -0.899 -0.034
C -1.160 -1.910 1.077
P 0.509 -1.819 1.952
O 1.017 -3.461 2.256
O 1.748 -1.193 0.948
C -0.782 0.351 -0.657
O 0.280 0.952 -0.376
N -1.678 0.789 -1.727
C -1.404 2.087 -2.401
C -1.892 3.386 -1.601
C -0.887 3.880 -0.444
C 0.546 4.365 -1.003
O 1.474 4.777 -0.239
O 0.832 4.396 -2.396
C -2.979 0.167 -1.910
O -3.915 0.391 -2.710
H -1.429 -5.652 1.210
H -3.289 -4.557 3.466
H -1.012 -3.834 3.719
H -5.629 -1.144 -1.662
H -6.138 -2.698 -0.660
H 1.003 -3.862 1.344
H 1.977 -1.866 0.263
H -0.289 2.139 -2.629
H -1.962 2.074 -3.414
H -1.925 4.247 -2.375
H -2.960 3.315 -1.182
H -0.781 3.135 0.424
H -1.357 4.831 0.022
H 1.811 4.481 -2.494
C 4.596 -0.144 -1.198
N 4.027 -1.022 -2.254
O 2.948 -1.549 -2.026
O 4.682 -1.153 -3.275
H 3.911 -0.121 -0.353
H 5.556 -0.566 -0.904
H 4.715 0.851 -1.625
C -2.097 1.647 3.064
N -2.824 0.354 2.978
O -4.003 0.393 2.669
O -2.182 -0.653 3.225
H -2.786 2.454 2.820
H -1.727 1.749 4.083
H -1.276 1.610 2.347
C 5.199 -3.030 1.691
N 4.616 -1.726 2.101
O 3.712 -1.748 2.912
O 5.091 -0.722 1.589
H 4.682 -3.827 2.222
H 5.059 -3.128 0.615
H 6.256 -3.014 1.953
C 4.775 6.515 -0.966
N 5.317 5.184 -1.346
O 4.598 4.454 -2.009
O 6.446 4.920 -0.965
H 3.769 6.612 -1.369
H 4.760 6.566 0.122
H 5.436 7.271 -1.388